1.
{"formula": "C27H20F6NO6S4", "method": "ωB97M-V with the def2-TZVPD basis set", "e_tot_ha": -3738.8301, "largest_force_ev_per_a": 3.7, "de_lowest_kcal_mol": 17.11, "spin_multiplicity": 1, "lumo_ha": -0.0441, "charge": -1, "gap_ev": 3.4, "species": ["F", "C", "F", "F", "S", "N", "S", "C", "C", "C", "C", "C", "C", "O", "O", "S", "C", "C", "C", "C", "C", "C", "O", "O", "H", "H", "H", "H", "H", "H", "H", "H", "H", "H", "F", "C", "F", "F", "C", "C", "C", "C", "C", "S", "C", "C", "C", "C", "C", "C", "O", "O", "C", "C", "H", "H", "H", "H", "H", "H", "H", "H", "H", "H"], "xyz": [[2.1360, -2.8861, 0.7624], [0.7979, -2.8387, 0.7495], [0.4127, -3.2630, -0.4702], [0.3229, -3.7070, 1.6637], [0.0647, -0.7970, 1.3127], [0.7787, -1.4653, -3.5908], [-0.8244, -1.0019, -3.1778], [-1.7711, -1.9028, -1.8529], [-2.4118, -3.0347, -2.3270], [-3.3709, -3.6611, -1.5493], [-3.6189, -3.2261, -0.2504], [-3.0030, -2.0737, 0.2296], [-2.1495, -1.3620, -0.6131], [-0.9132, 0.2911, -2.5287], [-1.5121, -1.2531, -4.4342], [2.0057, -0.3417, -3.1614], [3.4117, -0.9732, -2.2221], [3.6620, -0.5223, -0.9220], [4.8040, -0.9788, -0.2459], [5.6956, -1.8280, -0.9227], [5.4515, -2.2388, -2.2457], [4.3060, -1.7997, -2.8995], [2.6114, -0.0720, -4.4504], [1.5930, 0.7209, -2.2796], [-2.2166, -3.3410, -3.3529], [-3.8644, -4.5168, -2.0005], [-4.3010, -3.7856, 0.3814], [-3.2358, -1.6740, 1.2188], [-1.7993, -0.3733, -0.2962], [2.9784, 0.1750, -0.4395], [4.9813, -0.6798, 0.7991], [6.5806, -2.1853, -0.3967], [6.1262, -2.9229, -2.7690], [4.0908, -2.1089, -3.9202], [4.4912, 3.8609, 4.3214], [3.2322, 3.4993, 4.7003], [3.3437, 2.5152, 5.6628], [2.6232, 4.5641, 5.3009], [2.3973, 3.0367, 3.5570], [1.6667, 1.8984, 3.8724], [1.1464, 1.2224, 2.8137], [1.0909, 1.6807, 1.5076], [0.4675, 0.6523, 0.6725], [-2.1898, 3.1072, -0.2733], [-3.5902, 1.9912, -0.0900], [-4.1668, 1.4090, -1.2188], [-5.2588, 0.5508, -1.0699], [-5.7746, 0.2802, 0.2029], [-5.1606, 0.8424, 1.3328], [-4.0776, 1.7264, 1.1869], [-1.8374, 3.6124, 1.0446], [-2.4766, 4.0504, -1.3408], [1.7289, 2.9397, 1.2334], [2.3964, 3.6098, 2.2769], [1.5978, 1.4057, 4.8409], [0.8757, 0.1817, 3.0648], [0.2023, 0.9200, -0.3554], [-3.7805, 1.6304, -2.2134], [-5.7186, 0.0972, -1.9529], [-6.6357, -0.3821, 0.3185], [-5.5162, 0.6164, 2.3499], [-3.6477, 2.2087, 2.0780], [1.8728, 3.3088, 0.2284], [2.8789, 4.5914, 2.1493]], "atomic_forces_ev_per_a": [[-0.81, 0.43, 0.46], [0.23, 0.01, -1.76], [0.04, 0.66, 1.28], [0.12, 1.37, -0.41], [-0.36, -3.52, 1.11], [-0.50, 1.59, 2.29], [1.69, 0.46, -0.03], [-0.19, -0.33, -1.03], [-0.07, 0.12, 0.03], [0.28, -0.41, -0.10], [-0.03, -0.15, 0.05], [-0.08, 0.05, -0.44], [0.58, 0.39, -0.32], [-0.14, 0.41, -0.68], [-0.17, -0.11, 1.11], [-1.14, -0.99, -0.98], [-0.13, -0.50, -0.13], [0.20, -0.43, 0.03], [-0.02, -0.15, -0.57], [-0.19, 0.00, 0.10], [-0.05, 0.12, 0.38], [0.04, -0.22, 0.42], [-0.01, 0.30, 0.48], [-0.14, 0.58, -0.15], [-0.03, -0.09, 0.26], [-0.17, 0.00, 0.39], [-0.05, 0.11, -0.04], [0.04, -0.14, -0.29], [-0.18, -0.55, -0.48], [0.08, -0.24, -0.22], [0.00, -0.13, -0.64], [-0.15, 0.05, -0.16], [-0.09, 0.31, 0.31], [0.00, 0.14, 0.22], [-0.95, -0.13, 0.59], [0.02, 0.51, 0.44], [0.37, 1.31, -0.77], [0.85, -0.35, 0.01], [-0.08, -0.32, 0.66], [0.30, -0.06, -0.67], [-0.27, -0.86, 1.49], [0.52, -0.43, 0.43], [0.45, 2.30, -2.33], [1.01, -1.18, -0.35], [-0.64, 0.23, 0.22], [-0.09, -0.11, -0.12], [-0.05, 0.13, 0.17], [0.42, 0.11, 0.23], [0.04, 0.16, -0.10], [-0.25, -0.40, 0.40], [-0.22, 0.31, 0.58], [-0.23, 0.03, -0.06], [0.00, -0.56, 0.42], [-0.44, -0.45, 0.14], [0.38, 0.55, -0.18], [-0.23, 1.00, -0.34], [0.50, -0.38, -0.25], [0.04, -0.06, 0.27], [0.21, 0.18, 0.31], [0.31, 0.18, -0.04], [0.05, 0.12, -0.61], [-0.07, -0.26, -0.63], [-0.52, 0.05, -0.13], [-0.06, -0.77, -0.27]], "lowdin_charge": [0.109, -0.583, 0.109, 0.105, 1.035, -0.305, 0.596, -0.240, -0.087, -0.087, -0.092, -0.100, -0.142, -0.386, -0.347, 0.581, -0.260, -0.067, -0.086, -0.099, -0.087, -0.071, -0.343, -0.375, 0.111, 0.099, 0.096, 0.105, 0.049, 0.089, 0.105, 0.092, 0.100, 0.115, 0.126, -0.522, 0.090, 0.121, -0.125, -0.002, -0.106, -0.244, -0.394, 0.775, -0.333, -0.067, -0.074, -0.094, -0.092, -0.079, -0.417, -0.384, 0.039, 0.012, 0.131, 0.055, 0.043, 0.123, 0.111, 0.101, 0.103, 0.110, 0.124, 0.132]}

---

2.
{"formula": "C27H21BF6", "method": "ωB97M-V with the def2-TZVPD basis set", "e_tot_ha": -1665.4906, "largest_force_ev_per_a": 2.3, "de_lowest_kcal_mol": 0.00, "spin_multiplicity": 1, "lumo_ha": -0.0254, "charge": 0, "gap_ev": 8.2, "smiles": "Fc1cccc(F)c1B(c1c(F)cccc1F)c1c(F)cccc1F.CC(C)c1ccccc1", "species": ["F", "C", "C", "C", "C", "C", "F", "C", "B", "C", "C", "F", "C", "C", "C", "C", "F", "C", "C", "F", "C", "C", "C", "C", "F", "H", "H", "H", "H", "H", "H", "H", "H", "H", "H", "C", "C", "C", "C", "C", "C", "C", "C", "C", "H", "H", "H", "H", "H", "H", "H", "H", "H", "H", "H"], "xyz": [[-1.3356, -3.2213, -0.4365], [0.0196, -3.1414, -0.6319], [0.6128, -4.2913, -1.0938], [1.9877, -4.3867, -1.1848], [2.7634, -3.3227, -0.7009], [2.1174, -2.1900, -0.2424], [2.9217, -1.2306, 0.3965], [0.7223, -2.0203, -0.1746], [0.0610, -0.9386, 0.7163], [-1.4725, -0.7792, 0.6586], [-2.2992, -0.2814, -0.3554], [-1.8148, -0.0948, -1.6343], [-3.6529, -0.0427, -0.1793], [-4.2511, -0.4224, 1.0196], [-3.4991, -1.0773, 1.9820], [-2.1516, -1.2473, 1.7850], [-1.4349, -1.9685, 2.7228], [0.7209, -0.4851, 2.0331], [0.4134, 0.7012, 2.7309], [-0.5792, 1.5312, 2.2188], [0.9362, 1.0388, 3.9695], [1.7863, 0.1567, 4.6142], [2.0409, -1.0918, 4.0329], [1.4768, -1.3840, 2.8000], [1.5259, -2.7297, 2.4130], [0.5388, 0.5490, -0.4856], [-0.0348, -5.0771, -1.4184], [2.4603, -5.2628, -1.6371], [3.8590, -3.3438, -0.7225], [-4.2004, 0.4535, -0.9709], [-5.3003, -0.2434, 1.2204], [-3.8848, -1.4410, 2.9300], [0.7415, 2.0150, 4.3677], [2.2863, 0.3946, 5.5421], [2.7007, -1.8453, 4.4515], [2.0506, 0.8183, -1.9648], [0.9790, 1.4933, -1.0991], [1.5005, 2.3854, 0.0032], [-0.0411, 2.2238, -2.0222], [-1.0787, 2.9410, -1.3967], [-2.0625, 3.5790, -2.1786], [-2.0202, 3.4797, -3.5750], [-1.0312, 2.7065, -4.2112], [-0.0387, 2.0568, -3.4338], [1.5923, -0.0065, -2.5439], [2.5256, 1.5606, -2.6099], [2.7808, 0.3426, -1.3011], [0.7741, 2.4743, 0.8191], [2.3623, 1.8929, 0.4890], [1.7671, 3.3782, -0.3283], [-1.0359, 3.0844, -0.2994], [-2.8213, 4.2070, -1.6500], [-2.8293, 3.9028, -4.1760], [-0.9570, 2.6409, -5.3171], [0.8024, 1.5597, -3.9406]], "atomic_forces_ev_per_a": [[0.94, 0.19, -0.49], [-0.65, 0.23, 0.83], [0.06, -0.14, -0.55], [0.34, 0.60, 0.10], [0.36, 0.17, -0.53], [0.53, 0.28, 1.06], [-0.96, -1.05, -1.18], [0.89, -0.38, -0.13], [-0.35, -0.78, -0.45], [-0.79, 0.19, -0.23], [0.00, -0.31, -0.48], [0.00, 0.03, 1.39], [0.01, 0.09, 0.14], [0.21, 0.00, -0.05], [0.10, -0.26, 0.73], [0.35, 0.01, -0.05], [-0.76, 0.71, -0.66], [0.26, 0.48, 1.19], [-0.74, -0.32, -0.28], [1.26, -0.68, 0.35], [0.14, 0.17, -0.39], [0.41, -0.88, -0.70], [-0.02, 0.06, -0.44], [-0.25, -0.89, 0.19], [0.33, 1.85, 0.29], [0.07, 1.85, -1.41], [-0.21, -0.44, -0.10], [-0.17, 0.29, 0.34], [-0.52, -0.03, 0.10], [-0.03, -0.16, 0.01], [0.05, 0.04, -0.20], [-0.29, 0.07, -0.24], [-0.28, 0.23, 0.22], [-0.19, 0.19, 0.06], [-0.24, 0.17, 0.27], [-0.12, -0.36, 0.70], [-0.66, -1.36, -0.33], [0.42, -0.51, 0.97], [-0.55, -1.25, 0.51], [0.25, 0.59, -0.61], [0.27, 0.21, 0.69], [-0.21, -0.74, -0.14], [0.69, -0.07, 0.51], [-0.30, 1.16, 0.32], [0.25, 0.56, 0.01], [0.14, -0.26, -0.04], [0.09, 0.29, -0.26], [0.04, 0.25, -0.44], [-0.09, 0.31, -0.32], [0.21, 0.25, -0.20], [-0.28, -0.22, -0.81], [0.59, -0.68, -0.72], [0.39, 0.11, 0.20], [-0.29, 0.05, 0.91], [-0.72, 0.10, 0.33]], "lowdin_charge": [0.077, -0.178, -0.011, -0.043, -0.003, -0.194, 0.029, 0.019, -0.233, -0.008, -0.187, 0.061, -0.002, -0.058, -0.011, -0.199, 0.071, 0.002, -0.182, 0.037, -0.009, -0.051, 0.002, -0.180, 0.055, 0.135, 0.117, 0.117, 0.126, 0.120, 0.109, 0.124, 0.116, 0.109, 0.122, -0.077, -0.340, -0.066, -0.183, -0.047, -0.085, -0.105, -0.079, -0.036, 0.093, 0.088, 0.066, 0.056, 0.094, 0.088, 0.116, 0.112, 0.097, 0.107, 0.100]}

---

3.
{"formula": "C27H21BrN4O3Pd", "method": "ωB97M-V with the def2-TZVPD basis set", "e_tot_ha": -4187.5219, "largest_force_ev_per_a": 0.2, "de_lowest_kcal_mol": 1.18, "spin_multiplicity": 1, "lumo_ha": -0.2931, "charge": 2, "gap_ev": 6.1, "species": ["Pd", "C", "O", "C", "C", "C", "C", "C", "C", "N", "N", "C", "O", "C", "C", "C", "C", "C", "C", "C", "O", "H", "H", "H", "H", "H", "H", "H", "H", "H", "H", "H", "H", "Br", "C", "C", "C", "C", "C", "C", "N", "C", "C", "C", "C", "C", "C", "N", "H", "H", "H", "H", "H", "H", "H", "H", "H"], "xyz": [[-0.1108, -0.7173, -0.6627], [0.4282, 3.8626, -2.0238], [-0.9013, 3.8098, -1.4735], [-1.0069, 3.4789, -0.1717], [-1.7171, 4.2571, 0.6748], [-1.9705, 3.9028, 2.0550], [-1.4585, 2.7833, 2.5801], [-0.6538, 1.8992, 1.7563], [0.1562, 0.9921, 2.3428], [0.9523, 0.2521, 1.4807], [1.9719, -0.3040, 1.8933], [2.6018, -0.9317, 0.7158], [1.9784, -1.0362, -0.3461], [3.9587, -1.3693, 0.8963], [4.6770, -1.8429, -0.2163], [5.9776, -2.2638, -0.0587], [6.5705, -2.2182, 1.2034], [5.8697, -1.7496, 2.3071], [4.5648, -1.3189, 2.1622], [-0.5784, 2.1590, 0.2700], [-0.2270, 1.3405, -0.6032], [0.3833, 4.5602, -2.8542], [0.7412, 2.8826, -2.3778], [1.1354, 4.2366, -1.2818], [-2.1291, 5.1790, 0.2822], [-2.5517, 4.5868, 2.6577], [-1.5775, 2.5284, 3.6246], [0.2414, 0.8593, 3.4181], [4.2075, -1.8520, -1.1907], [6.5420, -2.6211, -0.9086], [7.5938, -2.5493, 1.3223], [6.3443, -1.7189, 3.2777], [4.0115, -0.9535, 3.0142], [-5.5008, 4.1564, -0.3162], [-4.5044, 2.5810, -0.5592], [-4.4822, 1.6267, 0.4480], [-3.7008, 0.4928, 0.2910], [-2.9542, 0.3361, -0.8683], [-2.9846, 1.2828, -1.8811], [-3.7765, 2.4071, -1.7303], [-2.0789, -0.7953, -0.9842], [-2.5466, -1.9725, -1.1404], [-1.5928, -3.0733, -1.1862], [-1.9349, -4.3845, -1.4280], [-0.9223, -5.3390, -1.4815], [0.3848, -4.9373, -1.2940], [0.6606, -3.5960, -1.0485], [-0.3071, -2.6883, -0.9906], [-5.0636, 1.7697, 1.3479], [-3.6551, -0.2538, 1.0752], [-2.3821, 1.1522, -2.7706], [-3.8071, 3.1591, -2.5060], [-3.6152, -2.1344, -1.2516], [-2.9717, -4.6535, -1.5772], [-1.1589, -6.3765, -1.6732], [1.2002, -5.6449, -1.3365], [1.6694, -3.2379, -0.9039]], "atomic_forces_ev_per_a": [[0.04, 0.00, 0.02], [0.05, 0.02, 0.00], [0.04, 0.02, 0.00], [-0.05, -0.02, 0.03], [0.00, 0.03, 0.04], [-0.01, 0.06, -0.07], [0.06, -0.08, -0.05], [-0.04, 0.07, -0.03], [0.10, -0.10, -0.03], [-0.06, 0.15, 0.03], [0.02, -0.13, -0.12], [0.07, 0.07, 0.12], [-0.06, -0.05, 0.01], [0.02, -0.01, -0.01], [-0.01, 0.00, 0.02], [0.00, 0.00, 0.00], [0.01, 0.00, 0.00], [0.00, 0.00, 0.01], [-0.02, 0.00, -0.01], [-0.09, -0.09, 0.06], [0.02, 0.08, 0.01], [-0.02, -0.01, -0.01], [-0.02, -0.03, 0.01], [-0.02, 0.01, 0.00], [-0.01, -0.01, 0.00], [0.00, -0.01, 0.02], [-0.01, 0.03, 0.01], [-0.01, 0.02, 0.01], [0.00, 0.00, 0.00], [0.00, 0.00, 0.00], [0.00, 0.00, 0.00], [0.00, 0.00, 0.00], [0.00, 0.00, 0.00], [0.00, 0.01, 0.01], [0.00, -0.01, -0.01], [0.00, 0.00, -0.02], [0.06, -0.04, 0.06], [-0.03, 0.05, -0.02], [0.05, -0.03, -0.03], [-0.02, 0.00, 0.02], [-0.01, 0.05, 0.02], [-0.04, -0.01, -0.05], [0.00, -0.04, 0.01], [-0.04, 0.02, 0.00], [0.02, -0.01, 0.00], [-0.02, 0.00, 0.00], [0.00, -0.01, 0.00], [0.02, 0.00, -0.01], [-0.01, 0.00, 0.00], [-0.01, 0.01, 0.00], [-0.01, 0.01, 0.00], [0.00, 0.00, 0.00], [0.01, -0.03, 0.00], [0.00, -0.01, 0.00], [0.00, 0.00, 0.00], [0.01, 0.01, 0.00], [0.00, 0.00, 0.00]], "lowdin_charge": [1.103, -0.019, -0.076, -0.246, 0.071, -0.017, -0.023, -0.085, 0.016, -0.022, 0.166, -0.305, -0.067, -0.160, 0.000, -0.037, -0.017, -0.036, 0.003, -0.194, -0.074, 0.103, 0.085, 0.106, 0.142, 0.129, 0.129, 0.146, 0.122, 0.120, 0.124, 0.121, 0.113, 0.828, -0.686, -0.102, -0.014, -0.280, -0.009, -0.095, -0.018, 0.005, -0.220, 0.038, 0.009, 0.011, -0.053, -0.020, 0.116, 0.128, 0.135, 0.122, 0.167, 0.138, 0.135, 0.131, 0.115]}